No. 1
Molecular formula: C21H28F8INO4PS
Method: DFT, ωB97M-V/def2-TZVPD

orbital gap	7.256	eV
highest occupied orbital energy	-5.36	eV
molecular weight	700.4	g/mol

The geometry in ORCA input format:
```
! wB97M-V def2-TZVPD RIJCOSX def2/J DEFGRID3
* xyz -1 1
C -1.428 1.097 -1.510
C -1.570 1.225 -0.003
O -0.457 0.596 0.584
P -0.272 0.221 2.244
C 0.931 1.665 2.467
C 1.857 1.573 3.682
C 1.172 1.726 5.017
C 1.069 0.664 5.907
C 0.448 0.818 7.140
C -0.080 2.046 7.505
C 0.017 3.116 6.627
C 0.636 2.955 5.399
C 1.129 -1.006 1.825
S 1.145 -1.625 0.113
C 2.361 -2.962 0.246
C 1.804 -4.383 0.070
C -1.652 -1.169 2.022
C -1.610 -2.166 3.097
O -1.915 -2.039 4.232
I -0.833 -4.174 2.549
O -1.696 1.424 2.629
C -2.210 1.466 3.787
N -2.674 1.536 4.841
H -0.454 1.480 -1.807
H -2.210 1.673 -2.006
H -1.509 0.051 -1.801
H -2.505 0.755 0.313
H -1.609 2.281 0.279
H -0.215 -0.119 3.628
H 0.379 2.604 2.543
H 1.523 1.726 1.553
H 2.435 0.648 3.686
H 2.591 2.382 3.603
H 1.472 -0.301 5.626
H 0.372 -0.039 7.796
H -0.573 2.156 8.461
H -0.393 4.079 6.899
H 0.697 3.798 4.721
H 2.086 -0.507 1.955
H 1.104 -1.864 2.497
H 3.148 -2.778 -0.484
H 2.832 -2.859 1.224
H 0.716 -4.361 0.067
H 2.124 -4.809 -0.881
H 2.135 -5.044 0.870
H -1.606 -1.622 1.036
H -2.627 -0.695 2.144
C 0.336 -0.479 -7.966
C -0.914 -1.337 -7.728
C -2.273 -0.630 -7.735
F -2.357 0.249 -6.720
F -3.241 -1.561 -7.581
F -0.783 -2.061 -6.603
F -0.972 -2.203 -8.787
O 1.079 -0.108 -6.829
C 0.851 1.058 -6.156
C 0.525 0.796 -4.680
F -0.602 0.067 -4.597
F 0.332 1.987 -4.077
F -0.099 1.811 -6.741
F 1.999 1.776 -6.180
H 1.005 -1.130 -8.526
H 0.109 0.376 -8.604
H -2.431 -0.111 -8.685
H 1.347 0.266 -4.197
*
```

---

No. 2
Molecular formula: C21H28FOSi
Method: DFT, ωB97M-V/def2-TZVPD

energy above the lowest of the compared OMol25 structures with the same formula, charge and spin	3.163	eV
orbital gap	3.729	eV
highest occupied orbital energy	-11.03	eV
molecular weight	343.5	g/mol

The geometry in ORCA input format:
```
! wB97M-V def2-TZVPD RIJCOSX def2/J DEFGRID3
* xyz 1 1
C 2.314 1.325 3.694
C 1.893 1.014 2.265
C 1.301 2.122 1.415
C 1.604 2.075 -0.163
C 1.752 3.545 -0.642
O 0.722 3.065 1.909
Si -4.114 1.817 2.159
C -3.390 1.961 3.902
C -3.614 3.466 1.364
C -3.053 0.508 1.275
H 2.694 0.386 4.116
H 3.140 2.046 3.704
H 1.480 1.681 4.313
H 2.762 0.590 1.747
H 1.131 0.232 2.286
H 2.612 1.608 -0.213
H 2.601 3.615 -1.336
H 0.843 3.854 -1.164
H 1.915 4.244 0.185
H -4.147 1.689 4.653
H -2.527 1.282 4.002
H -3.066 2.999 4.083
H -4.445 3.859 0.752
H -3.378 4.207 2.147
H -2.728 3.324 0.721
H -3.724 -0.218 0.781
H -2.411 0.975 0.506
H -2.424 -0.034 2.005
F 3.246 -0.925 -4.615
C 2.632 0.237 -4.186
C 2.549 1.337 -5.029
C 1.846 2.462 -4.578
C 1.155 2.416 -3.369
C 1.336 1.335 -2.498
C 0.740 1.351 -1.067
C 0.340 -0.120 -0.833
C 0.890 -0.966 0.126
C 0.249 -2.186 0.398
C -0.587 -2.760 -0.563
C -0.908 -2.018 -1.709
C -0.553 -0.671 -1.773
C 2.121 0.260 -2.893
H 3.094 1.321 -5.976
H 1.790 3.365 -5.193
H 0.504 3.248 -3.066
H -0.209 1.906 -1.196
H 1.826 -0.697 0.621
H 0.425 -2.676 1.354
H -0.993 -3.771 -0.433
H -1.458 -2.456 -2.547
H -0.918 -0.045 -2.598
H 2.346 -0.562 -2.207
*
```

---

No. 3
Molecular formula: C21H28N2O5
Method: DFT, ωB97M-V/def2-TZVPD

structure (SMILES)	COc1cccc(OCc2cc(C(=O)N3CCC([C@H](O)C(C)C)CC3)no2)c1
energy above the lowest of the compared OMol25 structures with the same formula, charge and spin	3.262	eV
orbital gap	9.184	eV
highest occupied orbital energy	-8.46	eV
molecular weight	388.5	g/mol

The geometry in ORCA input format:
```
! wB97M-V def2-TZVPD RIJCOSX def2/J DEFGRID3
* xyz 0 1
C -5.926 -3.279 0.621
O -5.466 -1.975 0.879
C -5.676 -1.014 -0.064
C -6.319 -1.211 -1.277
C -6.465 -0.140 -2.147
C -5.982 1.109 -1.829
C -5.332 1.309 -0.609
O -4.895 2.583 -0.378
C -4.160 2.852 0.791
C -2.834 2.159 0.831
C -2.183 1.477 1.818
C -0.963 1.077 1.210
C 0.091 0.337 1.956
O 0.060 0.367 3.179
N 1.012 -0.372 1.277
C 1.224 -0.408 -0.150
C 2.561 0.246 -0.505
C 3.709 -0.427 0.249
C 5.074 0.233 -0.050
O 5.058 1.614 0.247
C 5.531 0.113 -1.516
C 6.955 0.656 -1.636
C 5.477 -1.320 -2.039
C 3.400 -0.398 1.750
C 2.049 -1.058 2.020
N -0.921 1.506 -0.029
O -2.066 2.174 -0.269
C -5.183 0.250 0.268
H -5.648 -3.867 1.494
H -5.450 -3.705 -0.268
H -7.014 -3.306 0.499
H -6.707 -2.177 -1.556
H -6.966 -0.294 -3.091
H -6.089 1.945 -2.501
H -4.002 3.937 0.769
H -4.727 2.593 1.695
H -2.490 1.273 2.821
H 0.412 0.108 -0.657
H 1.240 -1.460 -0.462
H 2.714 0.167 -1.581
H 2.529 1.305 -0.246
H 3.774 -1.477 -0.054
H 5.828 -0.271 0.582
H 4.855 1.730 1.181
H 4.875 0.749 -2.115
H 7.651 0.021 -1.090
H 7.004 1.661 -1.228
H 7.261 0.687 -2.679
H 4.456 -1.671 -2.156
H 6.005 -1.992 -1.365
H 5.960 -1.368 -3.013
H 4.178 -0.919 2.311
H 3.347 0.633 2.108
H 1.795 -1.004 3.080
H 2.072 -2.107 1.705
H -4.691 0.349 1.221
*
```

---

No. 4
Molecular formula: C21H28N4O3
Method: DFT, ωB97M-V/def2-TZVPD

structure (SMILES)	CCOC(CNc1cc(C)nc2c(-c3ccccc3OC)c(C)nn12)OCC
energy above the lowest of the compared OMol25 structures with the same formula, charge and spin	3.015	eV
orbital gap	8.265	eV
highest occupied orbital energy	-7.43	eV
molecular weight	384.5	g/mol

The geometry in ORCA input format:
```
! wB97M-V def2-TZVPD RIJCOSX def2/J DEFGRID3
* xyz 0 1
C -6.120 -1.653 1.525
C -5.364 -0.328 1.507
O -4.826 -0.024 0.225
C -3.585 -0.600 -0.046
C -3.369 -0.524 -1.579
N -2.068 -1.023 -1.945
C -0.958 -0.233 -1.799
C -0.825 1.089 -2.166
C 0.412 1.739 -1.970
C 0.564 3.177 -2.355
N 1.456 1.146 -1.448
C 1.336 -0.135 -1.107
C 2.221 -1.061 -0.552
C 3.590 -0.809 -0.118
C 4.629 -1.649 -0.490
C 5.930 -1.395 -0.090
C 6.198 -0.285 0.687
C 5.174 0.562 1.080
C 3.865 0.307 0.694
O 2.788 1.046 1.081
C 3.009 2.241 1.782
C 1.488 -2.258 -0.474
C 1.950 -3.569 0.052
N 0.244 -2.108 -0.925
N 0.152 -0.836 -1.310
O -2.533 -0.038 0.690
C -2.457 1.381 0.735
C -1.176 1.753 1.465
H -6.898 -1.645 0.766
H -6.576 -1.797 2.501
H -5.449 -2.486 1.329
H -6.048 0.496 1.728
H -4.562 -0.336 2.254
H -3.556 -1.662 0.253
H -3.482 0.507 -1.910
H -4.140 -1.128 -2.060
H -1.875 -1.955 -1.586
H -1.651 1.623 -2.605
H 0.359 3.308 -3.416
H -0.138 3.794 -1.795
H 1.578 3.501 -2.141
H 4.413 -2.500 -1.118
H 6.728 -2.057 -0.391
H 7.210 -0.071 0.998
H 5.410 1.416 1.696
H 3.645 2.928 1.215
H 2.025 2.690 1.915
H 3.456 2.059 2.766
H 2.363 -4.177 -0.753
H 2.722 -3.420 0.803
H 1.110 -4.108 0.485
H -2.448 1.799 -0.279
H -3.332 1.782 1.263
H -0.310 1.376 0.927
H -1.176 1.316 2.460
H -1.103 2.834 1.548
*
```

---

No. 5
Molecular formula: C21H28NO3
Method: DFT, ωB97M-V/def2-TZVPD

energy above the lowest of the compared OMol25 structures with the same formula, charge and spin	14.805	eV
orbital gap	8.259	eV
highest occupied orbital energy	-11.17	eV
molecular weight	342.5	g/mol

The geometry in ORCA input format:
```
! wB97M-V def2-TZVPD RIJCOSX def2/J DEFGRID3
* xyz 1 1
C -1.617 -5.123 0.733
H -0.470 -5.142 0.346
H -1.973 -5.947 0.265
H -1.661 -5.148 1.707
C -2.358 -4.085 -0.084
C -1.790 -2.708 0.616
N -2.402 -1.537 0.110
H -2.460 -1.534 -1.190
C -3.682 -0.969 0.357
H -3.487 -0.603 1.436
H -4.338 -1.670 0.527
C -4.350 0.115 -0.630
O -3.946 -0.661 -1.929
H -4.406 0.126 -2.449
H -5.341 0.046 -0.485
C -3.766 1.408 -0.181
O -2.256 1.208 -0.111
C -1.620 2.464 0.113
C -2.072 3.881 0.026
C -1.440 4.955 0.401
C -0.082 4.803 0.329
C 0.447 3.664 0.515
C -0.185 2.512 0.224
C 0.421 1.136 0.295
O -0.139 0.198 -0.109
C 2.071 1.081 0.043
H 2.400 1.291 0.978
H 2.361 1.855 -0.801
C 2.455 -0.398 -0.022
C 4.070 -0.370 -0.138
C 4.815 -0.357 0.888
C 6.154 -0.432 0.746
C 6.844 -0.162 -0.324
C 6.032 -0.189 -1.516
C 4.641 -0.190 -1.422
H 4.128 0.185 -2.289
H 6.566 0.103 -2.618
H 7.888 -0.136 -0.131
H 6.754 -0.476 1.788
H 4.203 -0.504 1.986
H 2.201 -0.862 -0.890
H 2.074 -0.909 0.944
H 1.536 3.464 0.505
H 0.514 5.550 0.599
H -1.998 5.933 0.256
H -3.087 3.818 -0.023
H -4.070 1.750 0.641
H -3.835 1.922 -1.126
H -1.578 -0.523 -0.064
H -1.966 -2.467 1.697
H -0.644 -2.584 0.275
H -2.306 -3.901 -1.073
H -3.247 -3.884 0.258
*
```

---

No. 6
Molecular formula: C21H29BN2O11P
Method: DFT, ωB97M-V/def2-TZVPD

orbital gap	8.169	eV
highest occupied orbital energy	-6.34	eV
molecular weight	527.3	g/mol

The geometry in ORCA input format:
```
! wB97M-V def2-TZVPD RIJCOSX def2/J DEFGRID3
* xyz -1 1
C -0.731 0.821 -2.655
C -1.556 0.071 -1.790
C -1.521 0.149 -0.170
P 0.098 0.831 0.534
C 0.677 0.722 2.342
C 2.300 0.695 2.492
C 3.018 1.851 1.652
O 2.460 2.968 1.493
N 4.382 1.527 1.127
C 4.490 1.810 -0.318
C 4.794 3.245 -0.848
C 4.952 3.528 -2.374
C 4.816 2.323 -3.363
C 4.487 0.875 -2.866
C 4.333 0.628 -1.330
C -0.842 2.439 0.978
N -1.381 3.170 -0.246
C -0.336 4.073 -0.832
O 1.054 -0.518 0.012
C 0.792 -1.737 0.743
C 0.654 -2.928 -0.358
C 1.926 -3.049 -1.323
O -0.590 -2.872 -1.091
H -0.876 0.669 -3.787
H 0.092 1.533 -2.333
H -2.346 -0.654 -2.213
H -1.794 -0.911 0.183
H -2.439 0.795 0.107
H 0.917 1.651 -0.344
H 0.358 1.671 2.922
H 0.189 -0.143 2.937
H 2.542 0.851 3.614
H 2.754 -0.298 2.141
H 5.066 2.108 1.631
H 4.903 4.106 -0.109
H 5.174 4.594 -2.717
H 4.956 2.493 -4.480
H 4.395 -0.018 -3.577
H 4.108 -0.429 -0.935
H -1.670 2.162 1.716
H -0.130 3.212 1.476
H -2.073 3.825 0.174
H -0.540 5.190 -0.683
H -0.340 3.874 -1.974
H 0.721 3.820 -0.440
H 1.719 -2.041 1.370
H -0.167 -1.740 1.373
H 0.623 -3.904 0.267
H 2.934 -2.885 -0.816
H 1.843 -2.385 -2.263
H 1.951 -4.134 -1.731
H -0.421 -2.955 -2.062
B -5.441 -3.130 1.442
O -5.937 -2.885 0.078
C -7.148 -2.336 0.191
O -7.837 -2.009 -0.744
C -7.494 -2.200 1.610
O -8.519 -1.740 2.052
O -6.494 -2.665 2.361
O -5.153 -4.559 1.650
C -3.863 -4.658 1.973
O -3.298 -5.698 2.209
C -3.258 -3.322 1.992
O -2.105 -3.066 2.247
O -4.178 -2.409 1.681
*
```

---

No. 7
Molecular formula: C21H29BrN5O3S2Ta
Method: DFT, ωB97M-V/def2-TZVPD

orbital gap	6.933	eV
highest occupied orbital energy	-13.86	eV
molecular weight	724.5	g/mol

The geometry in ORCA input format:
```
! wB97M-V def2-TZVPD RIJCOSX def2/J DEFGRID3
* xyz 2 1
Ta 0.324 0.490 -0.470
C 5.494 -2.054 4.917
C 4.202 -2.848 4.676
C 3.329 -2.748 5.925
C 4.540 -4.326 4.427
C 3.500 -2.286 3.441
C 2.199 -1.785 3.488
C 1.663 -1.287 2.327
Br -0.128 -0.583 2.357
C 2.340 -1.252 1.111
O 1.673 -0.696 0.047
C 3.632 -1.769 1.023
C 4.160 -2.264 2.218
C 4.522 -1.836 -0.230
C 3.877 -1.339 -1.527
C 5.774 -0.983 0.024
C 4.934 -3.299 -0.451
H 6.000 -2.438 5.803
H 5.281 -0.996 5.079
H 6.189 -2.137 4.080
H 3.875 -3.149 6.778
H 2.407 -3.326 5.828
H 3.073 -1.712 6.161
H 5.050 -4.739 5.298
H 5.198 -4.453 3.567
H 3.635 -4.912 4.255
H 1.625 -1.781 4.402
H 5.165 -2.661 2.185
H 3.622 -0.281 -1.490
H 2.983 -1.908 -1.789
H 4.597 -1.472 -2.336
H 5.508 0.063 0.192
H 6.432 -1.031 -0.844
H 6.338 -1.331 0.889
H 4.061 -3.932 -0.626
H 5.482 -3.711 0.396
H 5.583 -3.366 -1.325
N -0.358 -2.264 -1.522
C -1.308 -1.441 -1.995
N -1.772 -1.608 -3.207
S 0.899 1.289 -2.370
H 0.090 -2.937 -2.125
H -0.298 -2.432 -0.528
H -1.540 -2.432 -3.742
H -2.407 -0.921 -3.599
C -4.545 2.784 1.458
N -3.074 2.728 1.285
C -2.235 3.621 1.927
C -0.885 3.613 1.796
C -0.355 2.610 0.950
O 0.835 2.241 0.717
N -1.229 1.814 0.278
C -2.517 1.834 0.462
O -3.276 0.968 -0.156
H -4.757 3.452 2.287
H -4.919 1.790 1.684
H -5.006 3.158 0.547
H -2.743 4.332 2.564
H -0.256 4.308 2.331
S -3.746 0.515 -2.621
C -2.791 0.299 -1.350
N -1.643 -0.428 -1.136
*
```

---

No. 8
Molecular formula: C21H29BrOPd
Method: DFT, ωB97M-V/def2-TZVPD

energy above the lowest of the compared OMol25 structures with the same formula, charge and spin	1.916	eV
orbital gap	7.120	eV
highest occupied orbital energy	-7.57	eV
molecular weight	483.8	g/mol

The geometry in ORCA input format:
```
! wB97M-V def2-TZVPD RIJCOSX def2/J DEFGRID3
* xyz 0 1
Pd 0.528 -0.248 0.479
C 2.851 3.359 0.415
C 1.514 3.319 -0.317
C 1.094 4.737 -0.714
C 0.418 2.617 0.471
C 0.684 1.900 1.643
C -0.349 1.258 2.336
C -1.677 1.361 1.929
C -2.776 0.708 2.719
C -1.940 2.089 0.769
C -0.916 2.684 0.052
H 3.595 3.854 -0.209
H 3.222 2.358 0.629
H 2.770 3.923 1.349
H 1.666 2.732 -1.230
H 0.854 5.330 0.172
H 0.227 4.754 -1.373
H 1.911 5.233 -1.239
H 1.680 1.889 2.060
H -0.124 0.749 3.265
H -3.757 1.035 2.375
H -2.693 0.949 3.779
H -2.733 -0.380 2.631
H -2.963 2.186 0.422
H -1.160 3.227 -0.853
C 0.734 -1.888 1.123
C 1.380 -3.019 0.477
C 2.208 -3.837 1.248
C 2.805 -4.943 0.664
C 2.532 -5.257 -0.660
C 1.673 -4.465 -1.416
C 1.111 -3.333 -0.859
H 2.385 -3.593 2.288
H 3.471 -5.567 1.246
H 2.992 -6.128 -1.109
H 1.466 -4.721 -2.447
H 0.468 -2.679 -1.435
C -0.336 0.071 -2.973
C -1.662 0.067 -2.254
O -1.552 -0.645 -1.021
C -2.810 -1.059 -0.495
C -2.620 -2.226 0.447
H -0.394 0.733 -3.838
H -0.072 -0.928 -3.324
H 0.474 0.419 -2.331
H -2.438 -0.411 -2.862
H -1.991 1.092 -2.047
H -3.456 -1.343 -1.332
H -3.292 -0.219 0.019
H -2.360 -3.137 -0.093
H -3.537 -2.407 1.008
H -1.822 -2.018 1.161
Br 2.715 -0.185 -0.747
*
```

---

So what do the calculations give for electronic energy? Going down the list: -3008.9255 -1281.2376 -1302.6808 -1261.7523 -1096.7426 -2120.9792 -4744.1680 -3594.6369 Eh.